Record 1
{"formula": "C12H42B3KO6Pb", "method": "wB97M-V/def2-TZVPD", "elements": ["Pb", "K", "B", "H", "H", "H", "H", "B", "H", "H", "H", "H", "B", "H", "H", "H", "H", "C", "O", "C", "C", "O", "C", "H", "H", "H", "H", "H", "H", "H", "H", "H", "H", "C", "O", "C", "C", "O", "C", "H", "H", "H", "H", "H", "H", "H", "H", "H", "H", "C", "O", "C", "C", "O", "C", "H", "H", "H", "H", "H", "H", "H", "H", "H", "H"], "coordinates": [[25.4330, -22.8579, -22.4444], [19.3434, -26.4339, -22.1795], [22.6550, -24.4774, -25.4193], [23.0555, -25.2914, -24.8351], [23.3736, -24.0673, -26.1119], [21.7926, -24.8047, -25.9791], [22.3001, -23.6775, -24.7880], [22.1833, -23.7729, -19.4361], [22.7581, -24.6262, -19.7613], [21.7848, -23.2470, -20.2898], [21.3705, -24.0806, -18.7967], [22.7975, -23.0783, -18.8843], [28.3081, -20.9142, -19.8596], [27.8750, -20.0928, -20.4092], [29.1237, -20.5510, -19.2536], [27.5860, -21.3911, -19.2152], [28.6461, -21.7034, -20.5133], [27.9436, -26.2316, -20.1608], [27.9109, -26.2844, -21.6210], [29.1304, -26.5646, -22.2057], [28.9822, -26.5791, -23.7258], [28.6338, -25.2632, -24.1405], [28.7145, -25.2218, -25.5122], [28.6569, -25.4584, -19.8752], [28.1872, -27.1568, -19.6384], [27.0030, -25.8522, -19.7615], [29.4843, -27.5357, -21.8595], [29.7466, -25.6977, -21.9671], [28.1685, -27.2312, -24.0432], [29.9722, -26.8843, -24.0648], [29.7399, -25.4543, -25.7995], [28.5604, -24.2135, -25.8963], [27.9538, -25.7821, -26.0558], [20.0920, -19.6309, -12.3292], [21.4354, -19.1994, -12.2662], [22.3488, -20.1278, -12.7885], [23.7724, -19.5938, -12.8372], [24.4416, -19.6344, -11.5089], [24.3125, -18.3921, -10.7972], [19.8425, -19.9169, -13.3510], [19.5259, -18.7138, -12.1670], [19.7783, -20.4254, -11.6521], [22.1881, -20.3153, -13.8502], [22.2901, -21.1082, -12.3158], [23.6515, -18.5924, -13.2504], [24.4612, -20.0685, -13.5359], [23.2922, -18.2516, -10.4402], [24.5920, -17.5152, -11.3812], [25.0923, -18.6300, -10.0737], [28.0179, -18.6238, -24.5795], [26.7008, -19.1992, -24.7497], [25.6356, -18.2953, -25.0806], [25.1111, -17.6290, -23.8167], [24.5452, -18.6282, -22.9126], [23.9452, -17.9841, -21.8292], [28.4479, -18.2282, -25.4996], [28.6789, -19.3564, -24.1163], [28.0357, -17.7496, -23.9288], [24.8604, -18.8639, -25.5945], [25.8844, -17.5309, -25.8167], [24.3765, -16.8615, -24.0604], [25.8778, -17.0469, -23.3054], [24.2826, -18.3049, -20.8437], [22.8999, -18.2926, -21.8463], [23.9654, -16.8948, -21.8647]], "orbital_gap_ev": 4.31}

Record 2
{"formula": "C12H42B3N7O10P4", "method": "wB97M-V/def2-TZVPD", "elements": ["N", "P", "O", "O", "B", "O", "B", "O", "B", "P", "O", "O", "O", "O", "H", "H", "H", "H", "H", "H", "O", "P", "N", "C", "C", "N", "C", "C", "N", "C", "C", "H", "H", "H", "H", "H", "H", "H", "H", "H", "H", "H", "H", "H", "H", "H", "H", "H", "H", "O", "P", "N", "C", "C", "N", "C", "C", "N", "C", "C", "H", "H", "H", "H", "H", "H", "H", "H", "H", "H", "H", "H", "H", "H", "H", "H", "H", "H"], "coordinates": [[-6.3921, 1.2009, -0.0030], [-7.1063, 1.7093, -1.2806], [-8.4091, 0.8372, -1.6126], [-7.7380, 3.1674, -1.1071], [-5.8506, 1.5858, -2.7547], [-6.1991, 1.5151, -4.0870], [-5.1277, 0.9236, -4.7499], [-4.5861, -0.2043, -4.1243], [-4.1410, 0.1623, -2.8779], [-3.1477, -0.9809, -1.6736], [-2.8807, -0.2643, -0.4140], [-1.7695, -1.3399, -2.4204], [-3.9053, -2.3540, -1.4287], [-4.4859, 1.4507, -2.4896], [-5.4212, 0.9405, -0.1426], [-8.1174, -0.0388, -1.8945], [-7.0422, 3.8341, -1.1371], [-4.6476, 1.3945, -5.7227], [-1.1977, -0.5584, -2.3938], [-3.2999, -2.9535, -0.9606], [2.2985, 1.1466, -2.2393], [2.2655, 2.4211, -1.4790], [0.7249, 2.4103, -0.7574], [0.0651, 3.5576, -0.1602], [0.4052, 1.1965, -0.0076], [2.3248, 3.5644, -2.7571], [1.3812, 4.6614, -2.8558], [2.6184, 3.0303, -4.0828], [3.0454, 3.4810, -0.3757], [4.2790, 4.1350, -0.8645], [3.4170, 2.7650, 0.8712], [0.5097, 3.8721, 0.7941], [-0.9775, 3.2981, 0.0337], [0.0419, 4.4152, -0.8217], [0.8415, 1.1962, 1.0011], [0.7672, 0.3066, -0.5222], [-0.6757, 1.0829, 0.0957], [0.3540, 4.3199, -3.0385], [1.6683, 5.3192, -3.6792], [1.4042, 5.2868, -1.9624], [1.7442, 2.5599, -4.5494], [3.4174, 2.2964, -4.0428], [2.9573, 3.8438, -4.7291], [5.0186, 3.4188, -1.2341], [4.7236, 4.6980, -0.0427], [4.0626, 4.8462, -1.6539], [4.0946, 1.9261, 0.6838], [2.5288, 2.3822, 1.3741], [3.9013, 3.4519, 1.5631], [-0.2410, -3.8758, 1.2951], [0.9705, -3.5801, 2.0986], [1.2164, -5.0153, 2.9863], [2.0877, -5.1407, 4.1399], [1.2448, -6.2406, 2.1910], [0.3952, -2.3320, 3.1225], [0.5666, -2.3650, 4.5619], [-0.9115, -1.7850, 2.7758], [2.5840, -2.9894, 2.1383], [2.7487, -1.5418, 1.8784], [3.4311, -3.6909, 1.1406], [3.1573, -5.1073, 3.8893], [1.8942, -6.1011, 4.6224], [1.8930, -4.3860, 4.8919], [2.2199, -6.4153, 1.7160], [0.4880, -6.2076, 1.4098], [1.0259, -7.1026, 2.8239], [0.0066, -3.1815, 5.0356], [0.2178, -1.4241, 4.9933], [1.6204, -2.4378, 4.8357], [-1.7307, -2.4366, 3.1021], [-0.9995, -1.6301, 1.7044], [-1.0541, -0.8053, 3.2388], [2.2885, -1.2260, 0.9371], [3.8155, -1.3157, 1.8348], [2.3313, -0.9467, 2.6838], [3.0599, -3.5686, 0.1189], [3.4815, -4.7572, 1.3615], [4.4501, -3.3100, 1.1855]], "orbital_gap_ev": 8.14}

Record 3
{"formula": "C12H43N17O9", "method": "wB97M-V/def2-TZVPD", "elements": ["C", "C", "C", "O", "C", "N", "H", "H", "H", "H", "H", "H", "H", "H", "H", "H", "H", "C", "O", "N", "N", "H", "H", "H", "H", "C", "O", "N", "N", "H", "H", "H", "H", "C", "O", "N", "N", "H", "H", "H", "H", "C", "O", "N", "N", "H", "H", "H", "H", "C", "O", "N", "N", "H", "H", "H", "H", "C", "O", "N", "N", "H", "H", "H", "H", "C", "O", "N", "N", "H", "H", "H", "H", "C", "O", "N", "N", "H", "H", "H", "H"], "coordinates": [[13.1860, -6.5630, -3.8504], [14.1988, -6.5416, -2.7718], [14.0378, -5.3156, -1.8320], [15.1580, -5.1239, -0.9932], [14.9072, -4.1940, 0.0349], [14.1815, -7.8276, -1.9891], [13.2722, -5.6121, -4.3762], [12.1431, -6.5555, -3.5336], [13.3402, -7.2493, -4.6831], [15.1934, -6.4656, -3.2113], [13.0489, -5.2837, -1.3746], [14.1306, -4.4102, -2.4318], [15.6887, -4.0710, 0.7848], [14.0398, -4.3044, 0.6856], [14.8616, -3.1669, -0.3274], [14.6544, -7.5591, -1.1380], [13.2925, -7.9256, -1.5199], [21.2524, 0.8166, -2.3515], [21.8483, 0.0981, -1.5755], [20.6066, 1.9184, -2.0901], [20.7563, 0.5928, -3.5448], [20.5761, 2.0899, -1.0952], [20.1584, 2.4898, -2.7920], [20.3360, 1.3595, -4.0503], [20.8729, -0.3350, -3.9263], [17.7274, 4.9187, -2.0313], [18.2740, 4.9390, -3.1356], [17.3600, 3.8286, -1.4947], [17.4966, 5.8690, -1.2162], [17.7406, 2.9532, -1.8247], [16.7694, 3.9343, -0.6822], [17.2981, 5.6096, -0.2605], [17.7839, 6.8033, -1.4708], [19.2408, -3.9358, -0.1058], [20.1657, -3.6192, -0.8587], [18.3112, -4.7509, -0.4646], [19.0159, -3.4314, 1.0802], [17.3857, -4.8758, -0.0799], [18.4069, -5.2216, -1.3531], [18.3265, -3.9331, 1.6216], [19.6871, -2.8255, 1.5301], [20.8838, 0.8720, 1.7774], [20.2020, 1.7834, 1.3676], [21.0761, 0.6660, 3.1221], [21.4047, -0.0555, 1.0842], [21.5041, -0.1513, 3.5331], [20.8088, 1.4247, 3.7329], [21.4161, 0.0275, 0.0777], [21.9138, -0.7295, 1.6380], [17.7588, -5.7295, -4.2355], [18.2888, -5.9483, -3.1843], [17.0174, -4.7200, -4.5107], [17.8380, -6.5160, -5.2830], [16.7307, -4.0171, -3.8444], [16.8167, -4.5496, -5.4858], [17.4687, -6.1271, -6.1388], [18.3940, -7.3517, -5.1710], [17.5206, -0.6894, -1.5156], [17.1048, 0.4113, -1.6739], [18.6766, -0.9089, -1.0210], [16.9254, -1.8228, -1.7771], [18.8816, -1.7770, -0.5472], [19.0699, -0.0253, -0.7303], [16.0266, -1.6025, -2.1818], [17.4196, -2.7009, -1.8473], [14.8360, -1.0198, -6.1299], [15.1735, -1.4874, -7.2062], [15.5223, -1.0589, -4.9738], [13.7580, -0.4685, -5.7415], [16.5277, -0.9971, -5.0470], [15.0367, -0.6880, -4.1696], [13.6378, -0.3796, -4.7426], [13.0093, -0.2859, -6.3944], [13.4010, 0.0098, -2.2478], [13.7342, -1.1662, -2.4326], [12.1723, 0.4369, -2.3566], [14.2209, 1.0081, -1.9931], [11.4826, -0.2998, -2.3156], [11.8839, 1.3879, -2.1764], [15.2096, 0.8027, -1.9754], [13.8919, 1.8625, -1.5666]], "spin_multiplicity": 2, "charge": 1, "s_squared": 0.756, "orbital_gap_ev": [8.08, 1.73]}